Entry 1:
# C6H10

One molecule with the formula C6H10 (wB97M-V/def2-TZVPD, the Open Molecules 2025 dataset).

HOMO energy ... -9.114 eV
Strongest force on any atom ... 0.8 eV Å⁻¹
SMILES string ... C=C[C@@H]1C[C@@H]1C
E ... -234.54573 Eh
Orbital gap ... 10.351 eV

Atoms and positions in Å:
C: 1.8110 -0.3522 0.6572
C: 1.1064 0.2289 -0.5340
C: -0.0187 -0.4597 -1.2168
C: -2.1182 -0.2799 0.6203
C: -1.2539 0.7332 0.6459
C: -0.2680 0.8542 -0.4629
H: 2.3954 0.4338 1.1454
H: 2.4930 -1.1509 0.3520
H: 1.0998 -0.7502 1.3892
H: 1.7463 0.7651 -1.2281
H: -0.1366 -0.5351 -2.2903
H: -0.3170 -1.3845 -0.7176
H: -2.7904 -0.5352 1.4263
H: -2.1583 -0.9061 -0.2653
H: -1.3277 1.4996 1.4197
H: -0.2632 1.8392 -0.9410

Mulliken atomic charge list, values in e, 2 entries: atom 1 (C): -1.42, atom 2 (C): 0.22

Entry 2:
# C2H7N4O

A 2-piece molecular cluster, C2H7N4O overall at a distorted geometry (wB97M-V/def2-TZVPD, the Open Molecules 2025 dataset).

Charge ... +1
HOMO energy ... -14.914 eV
Strongest force on any atom ... 1.2 eV Å⁻¹
E ... -374.42351 Eh
Orbital gap ... 11.724 eV

Atoms and positions in Å:
C: 2.3849 -0.1453 0.3092
C: -0.1837 -0.5493 -0.6859
N: 2.7151 0.6943 -0.4658
N: -0.4714 0.6257 -0.1819
N: -0.6799 -1.6490 -0.1928
N: -1.2576 0.6907 0.9720
O: 1.8213 -0.9070 0.9733
H: 0.4550 -0.5828 -1.5602
H: 3.5715 1.1271 -0.7336
H: -0.0659 1.4660 -0.5877
H: -1.8585 1.5108 0.9651
H: -0.4374 -2.5618 -0.5412
H: -1.3020 -1.5735 0.6050
H: -0.6842 0.7035 1.8134

Mulliken atomic charge list, values in e, 2 entries: atom 1 (C): 0.66, atom 2 (C): -0.09

Entry 3:
# C33H48F3N3O11P

A 3-piece molecular cluster, C33H48F3N3O11P overall (wB97M-V/def2-TZVPD, the Open Molecules 2025 dataset).

Charge ... -1
HOMO energy ... -5.064 eV
Strongest force on any atom ... 0.6 eV Å⁻¹
E ... -2919.19592 Eh
Orbital gap ... 7.048 eV

Atoms and positions in Å:
C: -1.9877 -0.3310 1.2348
C: -0.9292 -1.0763 0.4680
C: -1.2061 -2.2553 -0.2023
C: -0.2166 -2.9292 -0.8920
C: 1.0844 -2.4523 -0.9387
C: 2.1290 -3.2309 -1.7145
C: 3.5373 -2.7296 -1.5479
C: 4.3272 -3.1551 -0.4662
C: 3.6890 -4.1299 0.5343
O: 3.8361 -5.3334 0.2826
O: 3.0942 -3.5516 1.4766
C: 5.6395 -2.6782 -0.2833
C: 6.4099 -3.1884 0.9205
N: 6.9596 -4.5229 0.6835
C: 6.1978 -1.7473 -1.1716
C: 7.6022 -1.2123 -0.9989
C: 8.6733 -2.2974 -1.2838
C: 9.6716 -1.8903 -2.3359
F: 10.0672 -0.6041 -2.2119
F: 9.1922 -2.0327 -3.5875
F: 10.8006 -2.6410 -2.2645
C: 5.4056 -1.3472 -2.2419
C: 4.1120 -1.8311 -2.4307
C: 3.5640 -1.2347 -3.6818
O: 2.4958 -1.4402 -4.1912
N: 4.6001 -0.3979 -4.2200
P: 4.4526 1.0406 -5.2348
N: 2.8300 0.8763 -5.7230
O: 4.1670 2.1796 -4.0853
C: 5.7210 -0.4117 -3.3404
O: 6.7007 0.2793 -3.5274
C: 1.3612 -1.2707 -0.2737
C: 0.3716 -0.5955 0.4124
H: -2.1511 0.6437 0.7636
H: -2.9473 -0.8480 1.2209
H: -1.6834 -0.1329 2.2628
H: -2.2087 -2.6688 -0.1790
H: -0.4401 -3.8555 -1.4094
H: 1.8480 -3.1780 -2.7664
H: 2.0931 -4.2806 -1.4142
H: 7.1866 -2.4712 1.2056
H: 5.6963 -3.2287 1.7452
H: 7.0038 -5.0754 1.5259
H: 7.8788 -4.4786 0.2677
H: 7.7483 -0.3461 -1.6340
H: 7.7132 -0.8940 0.0377
H: 9.2422 -2.5385 -0.3863
H: 8.1700 -3.1986 -1.6342
H: 2.3753 1.7782 -5.7576
H: 2.7408 0.4042 -6.6137
H: 3.6297 1.8241 -3.3646
H: 2.3658 -0.8669 -0.2639
H: 0.6050 0.3204 0.9453
C: -5.5506 -2.8898 3.6557
O: -6.0155 -2.4205 2.4095
C: -6.6710 -3.4014 1.6289
C: -7.8986 -2.8477 0.9426
O: -8.9856 -2.5501 1.8025
C: -8.9061 -1.4073 2.6347
C: -8.9893 -0.0806 1.9142
O: -7.7908 0.2159 1.2225
C: -7.9766 0.8836 -0.0028
H: -4.6546 -3.5080 3.5354
H: -5.2982 -2.0227 4.2639
H: -6.3213 -3.4696 4.1764
H: -6.9573 -4.2604 2.2462
H: -5.9814 -3.7561 0.8515
H: -8.2745 -3.6355 0.2849
H: -7.6397 -1.9938 0.3131
H: -8.0270 -1.4387 3.2817
H: -9.7902 -1.4754 3.2740
H: -9.1665 0.7035 2.6634
H: -9.8410 -0.0960 1.2240
H: -8.7510 0.3994 -0.6090
H: -7.0332 0.8388 -0.5444
H: -8.2487 1.9350 0.1481
C: -1.7566 6.5856 -1.6716
O: -2.2731 6.3495 -0.3826
C: -2.9888 5.1334 -0.2576
C: -2.6768 4.4125 1.0344
O: -1.3820 3.8495 1.1062
C: -0.2605 4.6991 1.2624
C: -0.1541 5.3803 2.6071
O: -1.0954 6.4324 2.7472
C: -1.6200 6.5618 4.0463
H: -2.5444 6.8849 -2.3731
H: -1.0340 7.3964 -1.5905
H: -1.2454 5.7011 -2.0666
H: -2.7672 4.4674 -1.0987
H: -4.0649 5.3543 -0.2713
H: -3.3517 3.5536 1.0825
H: -2.8939 5.0431 1.9001
H: -0.1867 5.4258 0.4503
H: 0.5983 4.0289 1.1811
H: 0.8568 5.7995 2.6979
H: -0.2903 4.6354 3.3989
H: -1.9418 5.5939 4.4471
H: -2.4880 7.2171 3.9845
H: -0.8905 7.0056 4.7343

Mulliken atomic charge list, values in e, 2 entries: atom 1 (C): -1.16, atom 2 (C): 1.09

Entry 4:
# C35H30I2N3O6PSSc

C35H30I2N3O6PSSc as an isolated structure at a distorted geometry (wB97M-V/def2-TZVPD, the Open Molecules 2025 dataset).

Charge ... +1
HOMO energy ... -9.739 eV
Strongest force on any atom ... 1.5 eV Å⁻¹
E ... -4063.04798 Eh
Orbital gap ... 7.019 eV

Atoms and positions in Å:
Sc: -1.1309 -0.7998 -0.6097
O: -2.6672 -0.7949 0.7184
S: -3.7755 -0.7647 -0.3159
O: -3.0898 -0.1759 -1.5049
O: -3.7212 -2.4126 -0.7163
C: -4.2367 -2.6925 -1.9847
C: -5.5977 -2.8778 -2.1485
C: -6.0913 -3.1579 -3.4134
C: -5.2266 -3.2532 -4.4953
C: -3.8658 -3.0554 -4.3182
C: -3.3500 -2.7680 -3.0582
P: -1.5775 -2.3883 -2.7838
C: -0.7966 -4.0336 -2.6746
C: 0.5807 -4.1790 -2.8758
C: 1.1940 -5.4050 -2.6661
C: 0.4442 -6.4966 -2.2409
C: -0.9203 -6.3609 -2.0388
C: -1.5405 -5.1357 -2.2537
C: -1.0852 -1.6854 -4.3852
C: -0.5414 -2.4301 -5.4270
C: -0.2648 -1.8178 -6.6424
C: -0.5348 -0.4679 -6.8225
C: -1.0766 0.2788 -5.7833
C: -1.3450 -0.3246 -4.5649
H: -6.2565 -2.8060 -1.2911
H: -7.1558 -3.2972 -3.5523
H: -5.6155 -3.4707 -5.4816
H: -3.1973 -3.1204 -5.1674
H: 1.1638 -3.3355 -3.2241
H: 2.2581 -5.5133 -2.8411
H: 0.9237 -7.4541 -2.0802
H: -1.5090 -7.2113 -1.7163
H: -2.6088 -5.0396 -2.1027
H: -0.3450 -3.4874 -5.3036
H: 0.1580 -2.3991 -7.4526
H: -0.3225 0.0035 -7.7741
H: -1.2896 1.3316 -5.9240
H: -1.7649 0.2575 -3.7524
I: -2.2026 -1.8272 3.9653
C: -1.4261 -3.5700 3.0656
I: -1.0743 -3.6583 0.9428
H: -2.1359 -4.3660 3.2404
H: -0.4710 -3.7887 3.5203
C: 4.8506 8.5940 7.1869
O: 5.3134 7.2758 6.9228
C: 4.5920 6.5110 6.0791
C: 3.4570 6.9551 5.3979
C: 2.7810 6.0915 4.5549
C: 3.2247 4.7848 4.3769
C: 4.3633 4.3542 5.0550
C: 5.0438 5.2046 5.8983
N: 2.6062 3.8290 3.5290
N: 1.6306 4.2451 2.8988
C: 1.0232 3.3097 2.0246
C: 0.3588 3.8675 0.9657
C: -0.1958 3.0937 -0.0661
C: -0.1251 1.7323 -0.0245
O: -0.5355 0.9378 -1.0313
C: 0.4282 1.1129 1.1313
N: 0.3453 -0.2565 1.1800
C: 0.9316 -0.8723 2.1782
C: 1.5617 -0.2016 3.2317
C: 1.5859 1.1649 3.2380
C: 1.0395 1.8824 2.1472
H: 5.5200 9.0031 7.9361
H: 3.8316 8.5825 7.5780
H: 4.8908 9.2135 6.2888
H: 3.1030 7.9695 5.5136
H: 1.8996 6.4224 4.0235
H: 4.7049 3.3367 4.9027
H: 5.9309 4.8853 6.4308
H: 0.3170 4.9491 0.9156
H: -0.6590 3.5615 -0.9263
H: 0.8877 -1.9545 2.1741
H: 1.9898 -0.7720 4.0448
H: 2.0257 1.7026 4.0613
O: 1.0765 -1.5165 -1.2653
H: 1.6352 -0.7940 -1.5758
H: 1.6535 -2.2540 -1.0418

Mulliken atomic charge list, values in e, 2 entries: atom 1 (Sc): 0.24, atom 2 (O): -0.09

Entry 5:
# C15H31NO7

A 4-piece molecular cluster, C15H31NO7 overall at a distorted geometry (wB97M-V/def2-TZVPD, the Open Molecules 2025 dataset).

HOMO energy ... -9.000 eV
Strongest force on any atom ... 1.6 eV Å⁻¹
SMILES string ... CCOC(C)=O.CCOC(C)=O.CCOC(C)=O.CN(C)C=O
E ... -1171.60908 Eh
Orbital gap ... 9.652 eV

Atoms and positions in Å:
C: 5.0028 1.3112 -1.6780
O: 5.3062 0.5720 -2.5849
N: 3.7661 1.4761 -1.1647
C: 3.4604 2.2836 -0.0060
C: 2.6263 0.8307 -1.7859
H: 5.7317 1.9656 -1.1596
H: 3.3313 1.5998 0.8378
H: 2.5612 2.8734 -0.1736
H: 4.2522 2.9915 0.2430
H: 2.0310 1.5501 -2.3559
H: 2.9906 0.0591 -2.4581
H: 1.9626 0.3783 -1.0439
O: -1.5576 -5.3055 3.6276
C: -1.7087 -6.0833 2.7216
O: -2.1153 -5.7304 1.5049
C: -2.3494 -4.3422 1.3124
C: -2.3541 -4.0316 -0.1573
C: -1.4233 -7.5563 2.8387
H: -1.6770 -3.6739 1.8442
H: -3.3609 -4.1354 1.6811
H: -1.4565 -4.4360 -0.6384
H: -2.3805 -2.9554 -0.3103
H: -3.1511 -4.5348 -0.7067
H: -1.7878 -8.1432 2.0035
H: -1.9517 -7.9010 3.7314
H: -0.3669 -7.6564 3.0768
O: -0.6733 0.0981 0.8657
C: -0.6526 0.9148 1.7537
O: -1.3299 0.8013 2.8924
C: -1.9752 -0.4464 3.1703
C: -0.9934 -1.4102 3.8000
C: 0.0895 2.2124 1.6833
H: -2.3767 -0.8614 2.2442
H: -2.7893 -0.2116 3.8503
H: -0.1017 -1.5370 3.1859
H: -1.4117 -2.3954 4.0140
H: -0.6634 -1.0362 4.7736
H: 0.7926 2.2586 2.5166
H: -0.5651 3.0822 1.7546
H: 0.6196 2.3332 0.7460
O: 1.3151 3.6272 -3.5072
C: 0.4749 4.3932 -3.9106
O: -0.8347 4.1171 -3.8887
C: -1.2056 2.9134 -3.2047
C: -0.9424 2.8579 -1.7230
C: 0.8055 5.6626 -4.6311
H: -0.6919 2.0867 -3.7066
H: -2.2614 2.7683 -3.4270
H: -1.5438 3.5846 -1.1714
H: 0.1049 2.9559 -1.4585
H: -1.3163 1.8776 -1.4153
H: 1.1524 6.3737 -3.8785
H: -0.0144 6.1063 -5.1897
H: 1.6071 5.4670 -5.3380

Mulliken atomic charge list, values in e, 2 entries: atom 1 (C): 0.15, atom 2 (O): -0.58

> What is the orbital gap in the second record?

11.724 eV

> Among the records above, which one has the lowest E?

C35H30I2N3O6PSSc